1.
52
Properties=species:S:1:pos:R:3:forces:R:3:lowdin_spin:R:1 method="wB97M-V/def2-TZVPD" spin_multiplicity=4 gap_ev="7.3153 / 7.4516" energy_ha=-4947.37391 s2=3.78 homo_ha="-0.5005 / -0.5026" charge=+2
Cr 0.432 -1.137 -1.056 0.425 0.835 0.490 2.860
O 2.483 -0.922 -0.416 0.084 0.110 -0.408 0.004
C 2.825 -0.871 0.954 0.024 0.588 -0.145 0.003
C 3.899 -0.098 1.347 0.254 0.117 -0.131 0.000
C 4.169 0.038 2.699 -0.031 -0.054 0.033 0.001
C 3.350 -0.593 3.633 0.023 0.059 -0.156 0.000
C 2.276 -1.350 3.197 0.045 -0.253 0.305 0.001
C 2.007 -1.505 1.840 0.071 -0.512 0.442 0.002
C 0.768 -2.254 1.421 -0.322 0.110 -0.737 0.007
O 0.629 -2.565 0.029 0.517 -0.507 1.083 0.058
N -0.362 -1.381 1.722 -0.862 -0.243 -0.976 -0.005
N -0.421 -0.416 0.741 -0.211 -0.350 0.005 -0.014
C -1.111 0.646 0.906 -0.129 0.634 -0.109 0.018
C -1.308 1.636 -0.143 0.246 -0.891 0.358 -0.002
Br -0.582 1.150 -1.837 0.270 -0.092 -0.313 0.018
C -1.999 2.768 -0.100 -0.446 0.718 0.404 0.013
C -2.547 3.414 1.101 0.124 -0.186 -0.390 0.001
C -3.740 4.123 0.969 -0.213 0.072 -0.030 0.002
C -4.311 4.736 2.071 -0.014 -0.005 -0.048 0.000
C -3.674 4.673 3.303 -0.015 0.040 0.088 0.003
C -2.461 4.007 3.433 0.029 -0.025 -0.049 0.000
C -1.897 3.378 2.334 0.095 0.027 0.178 0.002
H 2.578 -1.853 -0.686 0.369 0.080 0.075 0.002
H 4.512 0.381 0.593 -0.022 0.017 0.066 0.000
H 5.014 0.632 3.023 -0.047 -0.036 -0.027 0.000
H 3.551 -0.495 4.692 -0.008 0.000 -0.048 0.000
H 1.643 -1.847 3.929 0.080 0.028 -0.092 0.000
H 0.678 -3.187 1.965 -0.120 -0.117 0.221 -0.003
H -0.555 -1.091 2.670 0.225 0.180 0.093 -0.001
H -1.622 0.821 1.849 -0.017 0.070 0.009 0.000
H -2.193 3.267 -1.046 0.037 0.065 0.098 0.000
H -4.229 4.183 0.002 0.037 0.000 0.072 0.000
H -5.245 5.274 1.967 0.049 -0.024 0.008 0.000
H -4.112 5.168 4.162 0.029 -0.035 -0.050 0.000
H -1.945 4.000 4.384 -0.018 -0.002 -0.023 0.000
H -0.916 2.923 2.424 -0.067 0.018 -0.008 0.000
N 1.750 -2.056 -4.810 0.436 0.094 -0.427 0.006
C 2.889 -1.299 -4.556 -0.232 -0.265 -0.217 0.000
C 2.727 -0.775 -3.318 -0.481 -0.147 0.147 0.002
N 1.498 -1.202 -2.825 0.250 -0.196 -0.002 -0.006
C 0.948 -1.966 -3.755 -0.422 -0.054 0.256 0.011
C -0.373 -2.505 -3.433 0.319 0.249 -0.112 0.010
N -0.855 -2.186 -2.248 -0.673 -0.015 0.429 -0.004
C -2.108 -2.765 -2.143 0.375 0.218 0.064 0.006
C -2.369 -3.425 -3.297 0.166 -0.055 -0.264 0.001
N -1.258 -3.244 -4.103 -0.317 -0.320 -0.184 0.006
H 1.581 -2.581 -5.654 0.030 0.021 -0.028 0.000
H 3.692 -1.212 -5.270 -0.093 -0.025 0.039 0.000
H 3.384 -0.134 -2.759 -0.030 -0.002 0.048 0.000
H -2.719 -2.675 -1.259 0.090 0.017 -0.040 0.000
H -3.223 -4.001 -3.616 0.107 0.059 0.008 0.000
H -1.150 -3.628 -5.029 -0.017 -0.014 -0.006 0.000



2.
54
Properties=species:S:1:pos:R:3:forces:R:3:nbo_charge:R:1 method="wB97M-V/def2-TZVPD" gap_ev=4.4085 energy_ha=-2420.04042 homo_ha=-0.1161 charge=-1
C 0.979 -0.400 -4.077 0.161 0.230 0.586 -0.630
C 0.468 -1.654 -3.400 -0.487 -0.241 -1.614 -0.069
O 0.679 -1.644 -2.011 -0.178 -1.025 1.293 -0.495
C 0.167 -2.794 -1.478 -0.333 -0.403 -0.456 0.779
C 0.359 -2.981 -0.028 1.005 1.053 0.115 -0.246
C 0.811 -1.944 0.705 -0.358 -0.724 -0.352 -0.073
C 1.099 -1.980 2.131 0.107 -0.081 0.667 0.030
C 1.689 -3.096 2.727 -0.159 0.206 -0.253 -0.208
C 1.926 -3.130 4.078 0.153 -0.271 0.228 -0.148
C 1.577 -2.051 4.883 -0.232 0.125 -1.414 -0.200
C 1.796 -2.096 6.266 0.422 -0.081 2.756 0.289
N 1.970 -2.137 7.414 -0.195 0.037 -1.418 -0.321
C 1.004 -0.931 4.291 -0.043 0.152 0.451 -0.135
C 0.778 -0.889 2.937 -0.044 -0.110 -0.482 -0.202
C -0.031 -4.270 0.606 -0.675 -0.139 0.637 0.779
O -0.805 -4.270 1.545 0.612 -0.223 -0.895 -0.575
O 0.536 -5.412 0.116 -0.080 1.542 -0.240 -0.495
C -0.009 -6.530 0.774 -0.819 -1.043 0.885 -0.075
C 0.439 -7.843 0.160 0.336 0.345 -0.400 -0.626
O -0.419 -3.629 -2.138 0.345 0.439 0.298 -0.592
H 0.818 -0.408 -5.157 -0.106 -0.260 0.127 0.213
H 0.484 0.481 -3.670 -0.039 0.036 0.021 0.230
H 2.047 -0.283 -3.899 0.080 0.013 -0.019 0.207
H -0.611 -1.796 -3.557 0.313 0.140 -0.247 0.191
H 0.965 -2.557 -3.783 -0.146 0.277 -0.198 0.176
H 0.951 -1.003 0.201 0.059 0.267 -0.161 0.253
H 1.937 -3.945 2.114 0.207 -0.175 -0.064 0.213
H 2.375 -3.997 4.532 0.080 -0.160 0.045 0.219
H 0.727 -0.099 4.917 -0.052 0.188 0.036 0.229
H 0.311 -0.029 2.488 -0.060 0.269 -0.070 0.252
H 0.280 -6.454 1.832 -0.146 -0.244 -0.161 0.180
H -1.103 -6.418 0.732 0.292 -0.299 0.125 0.194
H 0.034 -8.711 0.686 -0.085 0.259 0.125 0.216
H 0.124 -7.908 -0.882 -0.043 0.019 -0.015 0.215
H 1.526 -7.923 0.172 0.064 -0.021 0.040 0.208
O -2.219 9.196 -3.553 0.890 -0.430 0.495 -0.398
N -1.187 8.772 -3.025 0.017 0.961 -0.693 0.510
O -0.081 9.292 -3.190 -0.946 -0.518 0.187 -0.396
C -1.281 7.602 -2.165 -0.071 -0.231 0.164 0.063
C -0.146 7.107 -1.555 0.555 0.188 -0.049 -0.215
C -0.238 6.002 -0.736 0.592 0.252 0.050 -0.182
C -1.456 5.401 -0.527 -0.023 -0.544 0.712 -0.251
S -1.541 3.980 0.573 -0.105 -3.771 -1.371 2.049
C -1.418 2.619 -0.578 -0.050 2.878 1.368 -0.951
Cl -0.703 1.168 -0.047 0.529 -0.676 0.240 -0.074
O -0.269 3.964 1.383 -2.833 0.590 -0.493 -0.957
O -2.940 3.980 1.128 2.798 1.041 0.015 -0.953
C -2.592 5.899 -1.126 -0.524 -0.072 -0.029 -0.201
C -2.506 7.002 -1.948 -0.439 0.256 -0.408 -0.208
H 0.800 7.598 -1.723 0.056 0.009 -0.001 0.239
H 0.628 5.610 -0.227 0.097 -0.059 0.005 0.252
H -1.801 2.690 -1.570 -0.377 0.066 -0.197 0.202
H -3.543 5.434 -0.918 -0.089 -0.024 0.024 0.248
H -3.384 7.415 -2.423 -0.030 -0.012 0.005 0.239



3.
49
Properties=species:S:1:pos:R:3:forces:R:3:nbo_charge:R:1 method="wB97M-V/def2-TZVPD" e_above_lowest_ev=0.0000 smiles="COc1cccc(CNc2ccc3[nH]c(=O)[nH]c3c2)c1OCc1ccccc1Cl" gap_ev=7.9463 energy_ha=-1700.56531 homo_ha=-0.2656
C -4.513 -0.655 -1.561 -0.159 0.049 -0.208 -0.250
O -3.613 -0.942 -0.522 0.357 -0.275 0.160 -0.505
C -2.399 -1.471 -0.837 -0.051 -0.061 0.202 0.258
C -1.985 -1.793 -2.123 -0.264 0.119 0.028 -0.297
C -0.740 -2.362 -2.331 0.050 -0.041 0.040 -0.190
C 0.094 -2.638 -1.267 -0.006 0.035 -0.041 -0.233
C -0.292 -2.311 0.027 -0.321 0.066 0.094 -0.070
C 0.592 -2.650 1.207 -0.012 0.140 0.069 -0.239
N 1.979 -2.818 0.846 -0.163 -0.622 0.159 -0.602
C 2.809 -1.739 0.624 0.354 0.271 -0.116 0.179
C 4.197 -1.921 0.681 -0.126 -0.122 0.028 -0.267
C 5.087 -0.893 0.421 -0.152 0.273 -0.050 -0.237
C 4.564 0.344 0.104 -0.453 -0.403 0.074 0.142
N 5.146 1.562 -0.202 0.198 -0.007 0.000 -0.611
C 4.178 2.507 -0.456 0.184 0.441 -0.099 0.760
O 4.349 3.666 -0.754 0.022 0.383 -0.109 -0.638
N 2.971 1.857 -0.296 -0.221 -0.090 -0.007 -0.595
C 3.175 0.537 0.042 0.504 -0.452 0.168 0.146
C 2.286 -0.485 0.297 0.026 -0.042 0.073 -0.328
C -1.528 -1.708 0.242 0.022 0.041 -0.145 0.285
O -1.920 -1.387 1.532 -0.051 -0.343 -0.278 -0.527
C -1.673 -0.041 1.921 0.116 0.219 0.151 -0.086
C -2.595 0.955 1.267 0.186 0.026 0.021 -0.106
C -3.876 1.140 1.775 0.121 0.067 -0.066 -0.163
C -4.764 2.019 1.185 -0.096 -0.038 0.084 -0.218
C -4.381 2.740 0.067 0.023 -0.028 -0.043 -0.199
C -3.113 2.575 -0.459 0.035 0.016 -0.068 -0.269
C -2.235 1.686 0.140 -0.274 0.094 0.259 0.082
Cl -0.669 1.500 -0.576 0.280 0.032 -0.219 -0.023
H -4.100 0.081 -2.259 -0.001 -0.030 0.012 0.177
H -4.798 -1.559 -2.109 0.018 0.032 -0.001 0.178
H -5.392 -0.232 -1.077 0.026 -0.016 -0.075 0.203
H -2.628 -1.606 -2.968 -0.096 0.037 -0.047 0.220
H -0.429 -2.601 -3.336 0.026 -0.025 -0.091 0.214
H 1.057 -3.095 -1.426 0.115 -0.029 0.003 0.229
H 0.233 -3.594 1.628 0.080 0.099 0.055 0.223
H 0.472 -1.884 1.986 0.013 -0.100 -0.051 0.197
H 2.437 -3.623 1.242 -0.083 0.118 0.003 0.387
H 4.581 -2.899 0.934 0.040 -0.113 0.024 0.204
H 6.152 -1.058 0.470 0.117 -0.031 0.013 0.216
H 6.131 1.755 -0.247 -0.130 0.141 -0.036 0.421
H 2.078 2.298 -0.433 0.127 0.126 0.007 0.427
H 1.226 -0.324 0.217 -0.156 0.028 -0.009 0.233
H -0.627 0.229 1.722 -0.141 -0.095 0.096 0.186
H -1.841 -0.038 3.002 0.051 0.063 -0.132 0.203
H -4.172 0.568 2.641 -0.041 -0.072 0.116 0.217
H -5.754 2.142 1.597 -0.085 0.017 0.045 0.218
H -5.067 3.430 -0.401 -0.055 0.070 -0.034 0.219
H -2.801 3.129 -1.331 0.048 0.035 -0.058 0.228



4.
49
Properties=species:S:1:pos:R:3:forces:R:3:nbo_charge:R:1 method="wB97M-V/def2-TZVPD" e_above_lowest_ev=3.9773 gap_ev=7.5002 energy_ha=-1659.43101 homo_ha=-0.2781
O -0.791 -0.278 -1.905 0.406 -1.511 -1.513 -0.597
C -0.537 0.223 -0.843 -1.843 2.525 -2.924 0.647
C -0.461 1.724 -0.647 1.121 0.194 -0.110 -0.073
C -0.252 2.830 -1.453 0.575 0.614 0.329 0.112
N -0.104 2.923 -2.830 -0.531 -0.013 0.744 -0.448
C 0.769 4.016 -3.405 -0.511 -0.438 -1.249 -0.241
C -0.115 5.140 -4.021 -0.037 -1.039 3.292 -0.231
N -1.133 4.791 -4.938 -1.394 -0.924 2.219 -0.598
C -1.987 3.792 -4.253 -0.368 -0.166 0.224 -0.257
C -1.359 2.560 -3.590 2.819 -0.669 -1.845 -0.221
N -0.438 1.883 0.727 -0.611 -1.012 1.695 -0.430
C -0.594 0.701 1.274 1.189 2.922 -2.246 0.388
C -0.599 0.521 2.676 -0.118 -0.059 3.601 -0.307
N 0.489 -0.401 3.187 -0.530 -0.695 -1.366 -0.384
C 0.584 -1.624 2.752 -0.810 1.184 -0.267 0.275
C 1.811 -2.395 3.066 0.729 -1.948 -0.636 -0.135
C 2.757 -2.040 4.035 -1.274 -0.035 -0.569 -0.144
C 3.819 -2.833 4.401 -1.011 0.275 -1.137 -0.228
C 4.055 -3.933 3.617 1.932 -1.739 0.120 -0.178
C 3.241 -4.324 2.546 -0.231 1.080 1.733 -0.247
C 2.067 -3.580 2.334 1.545 -0.102 0.696 -0.117
C -0.447 -2.357 1.850 -1.573 0.035 -0.977 -0.100
C -0.999 -3.663 2.149 1.163 1.114 1.028 -0.197
C -2.030 -4.198 1.389 1.008 -0.250 2.188 -0.044
Cl -2.843 -5.698 1.785 0.525 0.303 0.101 0.008
C -2.583 -3.401 0.499 -3.419 0.976 -4.540 -0.203
C -2.110 -2.175 0.002 1.053 -2.223 2.509 -0.192
C -1.040 -1.664 0.676 1.002 -0.892 2.594 0.178
N -0.698 -0.349 0.365 1.454 0.838 1.712 -0.468
H -0.169 3.869 -1.001 0.169 -1.618 0.414 0.194
H 1.392 3.542 -4.170 -0.265 -0.246 -0.287 0.193
H 1.576 4.489 -2.794 -1.211 -0.675 0.572 0.225
H 0.422 5.885 -4.463 2.062 2.055 -0.898 0.199
H -0.522 5.538 -3.056 -0.432 0.304 -0.995 0.174
H -0.704 4.480 -5.778 0.013 -0.738 -0.829 0.358
H -2.717 4.229 -3.542 0.807 0.553 -0.221 0.193
H -2.601 3.378 -4.983 -1.345 -0.699 -1.498 0.204
H -0.998 1.822 -4.394 -0.669 0.975 0.824 0.192
H -2.051 1.981 -2.973 0.221 0.435 0.136 0.234
H -1.599 0.113 2.879 0.022 -0.209 0.585 0.215
H -0.557 1.576 3.186 0.201 -2.226 -0.944 0.253
H 2.536 -1.114 4.457 -0.029 1.369 1.222 0.226
H 4.412 -2.591 5.243 0.663 0.260 0.543 0.220
H 4.980 -4.530 3.886 -1.261 0.483 -0.533 0.209
H 3.498 -5.261 2.085 -0.282 0.003 -0.587 0.221
H 1.430 -3.963 1.592 -0.892 -0.057 -0.803 0.206
H -0.781 -4.252 3.061 0.594 0.740 -0.597 0.244
H -3.530 -3.790 0.081 0.583 0.370 -0.103 0.225
H -2.492 -1.591 -0.761 -1.206 0.577 -1.405 0.247



Q: Which maximum force values were calculated for the entries above? A: 1.3; 4.0; 0.7; 5.8, in eV/A.